# 1
ORCA calculation (ωB97M-V with the def2-TZVPD basis set) on C10H11N5OS4 in the gas phase.

Computed properties:
structure (SMILES): C=CCSc1nnc(NC(=O)CSc2nnc(C)s2)s1
gap between HOMO and LUMO: 8.891 eV
lowest unoccupied orbital energy: 0.43 eV
E_HOMO: -8.5 eV

The geometry in ORCA input format:
```
! wB97M-V def2-TZVPD RIJCOSX def2/J DEFGRID3
* xyz 0 1
C -4.352 -2.206 0.299
C -4.896 -1.495 -0.672
C -5.353 -0.092 -0.499
S -4.229 1.059 -1.393
C -2.898 1.053 -0.302
N -2.888 0.527 0.872
N -1.742 0.663 1.515
C -0.828 1.293 0.856
N 0.387 1.547 1.418
C 1.559 2.086 0.946
O 2.477 2.267 1.704
C 1.610 2.433 -0.527
S 3.345 2.451 -1.067
C 3.683 0.801 -0.692
N 2.791 -0.035 -0.273
N 3.279 -1.245 -0.039
C 4.532 -1.378 -0.266
C 5.301 -2.625 -0.081
S 5.285 0.117 -0.840
S -1.368 1.823 -0.742
H -4.017 -3.217 0.140
H -4.219 -1.799 1.287
H -5.005 -1.899 -1.670
H -6.327 0.082 -0.956
H -5.351 0.216 0.544
H 0.440 1.247 2.389
H 1.214 3.433 -0.708
H 1.084 1.699 -1.135
H 5.765 -2.925 -1.020
H 4.630 -3.408 0.261
H 6.090 -2.475 0.654
*
```

=====

# 2
ORCA calculation (ωB97M-V with the def2-TZVPD basis set) on C24H31NO7 in the gas phase.

Computed properties:
relative energy (zero: lowest compared OMol25 entry of this formula, charge and spin): 0.0 kJ/mol
structure (SMILES): CCc1cc(=O)oc2c3c(cc(OCC(=O)NCCCCCC(=O)O)c12)OC(C)(C)CC3
gap between HOMO and LUMO: 8.473 eV
lowest unoccupied orbital energy: 0.17 eV
E_HOMO: -8.3 eV

The geometry in ORCA input format:
```
! wB97M-V def2-TZVPD RIJCOSX def2/J DEFGRID3
* xyz 0 1
C 4.107 1.228 1.450
C 3.354 1.251 0.117
C 2.429 0.075 0.024
C 2.743 -0.936 -0.826
C 1.957 -2.131 -0.922
O 2.085 -2.988 -1.784
O 1.024 -2.331 0.036
C 0.613 -1.322 0.835
C -0.499 -1.613 1.625
C -1.052 -0.591 2.386
C -0.491 0.690 2.348
C 0.631 0.962 1.600
O 1.164 2.222 1.525
C 0.271 3.316 1.566
C -0.794 3.268 0.456
O -1.860 3.833 0.575
N -0.409 2.575 -0.626
C -1.246 2.328 -1.777
C -0.614 2.890 -3.053
C 0.635 2.118 -3.511
C 0.386 1.187 -4.699
C -0.525 -0.009 -4.382
C 0.130 -0.901 -3.352
O 0.081 -0.693 -2.159
O 0.785 -1.906 -3.897
C 1.247 -0.064 0.836
O -2.134 -0.738 3.171
C -2.916 -1.932 3.021
C -3.848 -1.757 1.818
C -3.730 -2.047 4.309
C -1.994 -3.146 2.856
C -1.096 -2.990 1.633
H 4.655 0.295 1.558
H 4.813 2.053 1.492
H 3.412 1.324 2.279
H 2.808 2.190 0.038
H 4.073 1.199 -0.703
H 3.588 -0.871 -1.493
H -0.986 1.458 2.918
H -0.230 3.422 2.533
H 0.896 4.201 1.412
H 0.492 2.124 -0.628
H -2.202 2.817 -1.579
H -1.396 1.249 -1.868
H -1.362 2.882 -3.847
H -0.354 3.934 -2.864
H 1.409 2.829 -3.808
H 1.033 1.531 -2.682
H 1.346 0.803 -5.055
H -0.065 1.756 -5.514
H -1.481 0.344 -3.998
H -0.685 -0.589 -5.290
H 1.263 -2.454 -3.223
H -3.279 -1.517 0.924
H -4.415 -2.668 1.647
H -4.539 -0.940 2.008
H -4.403 -2.897 4.252
H -3.068 -2.175 5.162
H -4.311 -1.141 4.457
H -1.371 -3.223 3.751
H -2.595 -4.051 2.779
H -1.660 -3.156 0.711
H -0.296 -3.733 1.651
*
```

=====

# 3
ORCA calculation (ωB97M-V with the def2-TZVPD basis set) on C3H6O2S in the gas phase.

Computed properties:
relative energy (zero: lowest compared OMol25 entry of this formula, charge and spin): 203.3 kJ/mol
structure (SMILES): O[C@@H]1[C@H](O)[C@@H]1S
gap between HOMO and LUMO: 9.911 eV
lowest unoccupied orbital energy: 0.72 eV
E_HOMO: -9.2 eV

The geometry in ORCA input format:
```
! wB97M-V def2-TZVPD RIJCOSX def2/J DEFGRID3
* xyz 0 1
O -1.290 0.743 -0.837
C -0.583 0.820 0.354
C 0.861 0.478 0.233
O 1.291 0.201 -1.080
C -0.063 -0.513 0.850
S -0.393 -2.087 0.050
H -0.592 1.008 -1.460
H -0.995 1.379 1.190
H 1.567 0.912 0.867
H 1.242 -0.791 -1.145
H 0.058 -0.558 1.954
H -1.103 -1.594 -0.975
*
```

=====

# 4
ORCA calculation (ωB97M-V with the def2-TZVPD basis set) on 2 unconnected molecules or ions with the total composition C31H35BrN3O3PS2.

Computed properties:
structure (SMILES): CNCc1c([PH2]=S)c(Br)cc2c1N(CCC(=O)O)c1c(COC)cc(Cc3ccc(C)cc3)cc1S2.c1cc[nH]c1
gap between HOMO and LUMO: 8.289 eV
lowest unoccupied orbital energy: 0.17 eV
E_HOMO: -8.1 eV

The geometry in ORCA input format:
```
! wB97M-V def2-TZVPD RIJCOSX def2/J DEFGRID3
* xyz 0 1
C 3.880 5.395 -0.455
N 2.962 5.641 -1.571
C 1.617 5.053 -1.423
C 1.119 4.846 0.009
C 0.977 5.912 0.884
P 1.293 7.659 0.410
S -0.380 8.685 0.499
C 0.563 5.702 2.196
Br 0.375 7.099 3.479
C 0.265 4.437 2.611
C 0.369 3.395 1.726
C 0.800 3.542 0.429
N 0.924 2.514 -0.551
C -0.209 2.508 -1.515
C -1.444 1.679 -1.035
C -2.647 2.249 -1.794
O -3.270 3.180 -1.318
O -2.958 1.737 -3.021
C 1.132 1.190 -0.033
C 1.762 0.284 -0.874
C 2.236 0.653 -2.275
O 1.618 -0.217 -3.204
C 2.381 -0.385 -4.383
C 1.974 -1.028 -0.501
C 1.556 -1.472 0.730
C 1.719 -2.927 1.196
C 0.364 -3.388 1.741
C -0.750 -3.410 0.942
C -1.984 -3.792 1.416
C -2.105 -4.168 2.743
C -3.468 -4.560 3.279
C -0.992 -4.150 3.540
C 0.242 -3.771 3.057
C 0.937 -0.581 1.587
C 0.730 0.717 1.204
S -0.097 1.789 2.356
H 4.906 5.527 -0.827
H 3.743 6.164 0.323
H 3.821 4.377 -0.068
H 2.930 6.618 -1.810
H 1.601 4.139 -2.018
H 0.903 5.735 -1.913
H 1.740 7.760 -0.916
H 2.204 8.267 1.298
H -0.057 4.256 3.632
H 0.106 2.160 -2.504
H -0.563 3.539 -1.618
H -1.574 1.828 0.038
H -1.267 0.617 -1.249
H -2.748 0.794 -3.034
H 3.331 0.507 -2.275
H 2.075 1.713 -2.503
H 3.464 -0.448 -4.194
H 2.236 0.465 -5.069
H 2.072 -1.321 -4.857
H 2.443 -1.712 -1.203
H 2.436 -2.967 2.021
H 2.003 -3.560 0.350
H -0.704 -3.123 -0.109
H -2.847 -3.766 0.755
H -3.562 -5.643 3.424
H -3.656 -4.046 4.229
H -4.274 -4.247 2.606
H -1.060 -4.422 4.593
H 1.100 -3.756 3.724
H 0.606 -0.937 2.560
C -4.128 -7.780 -1.386
C -3.321 -8.811 -0.833
C -2.497 -8.230 0.094
N -2.771 -6.891 0.121
C -3.766 -6.609 -0.774
H -4.886 -7.887 -2.143
H -3.344 -9.858 -1.088
H -1.741 -8.653 0.734
H -2.311 -6.215 0.709
H -4.129 -5.603 -0.899
*
```